Computed, not measured: C10H14BBaClN6O4 as an isolated structure at a distorted geometry, with ωB97M-V/def2-TZVPD.

## Properties
E_tot	-41613.13909	eV
HOMO energy	-8.69	eV
HOMO-LUMO gap	8.27	eV
ΔE to the lowest compared entry with this formula, charge and spin	2.735	eV

Last column: Mulliken charge in e.
Positions of all 37 atoms, in Å:
H -0.917 0.176 3.436  0.491
N -1.100 -0.183 1.354  0.185
B -1.932 -0.625 -0.975  0.150
N -2.179 -0.483 0.549  -0.160
C -3.300 -0.594 1.289  -0.149
Ba 1.648 0.020 0.608  1.820
H -4.244 -0.834 0.822  0.437
C -2.952 -0.356 2.623  -1.078
H -3.600 -0.366 3.477  0.384
C -1.564 -0.092 2.611  -0.369
H -2.936 -0.946 -1.529  -0.135
C 3.838 0.150 -0.217  -1.519
H 4.921 0.214 -0.175  0.380
H 3.494 1.096 -0.678  0.413
H 3.588 -0.717 -0.853  0.343
N -0.803 -1.680 -1.167  -0.052
N -1.404 0.731 -1.524  -0.063
N 0.499 -1.509 -0.621  -0.190
N -0.173 1.211 -1.117  0.049
C -0.863 -2.848 -1.824  -0.064
C -1.953 1.567 -2.425  -0.181
H -1.787 -3.128 -2.296  0.455
H -2.920 1.343 -2.855  0.432
C 0.379 -3.478 -1.739  -1.171
C -1.066 2.627 -2.626  -1.024
C 1.202 -2.631 -0.991  -0.058
C 0.032 2.364 -1.782  -0.334
H 0.631 -4.429 -2.172  0.391
H -1.197 3.461 -3.285  0.384
H 2.248 -2.765 -0.700  0.353
H 0.938 2.947 -1.641  0.406
H 3.521 0.009 1.020  0.349
O 1.852 2.520 4.430  -0.619
Cl 1.999 1.980 3.107  1.681
O 2.821 2.820 2.246  -0.584
O 2.605 0.615 3.165  -0.710
O 0.674 1.812 2.457  -0.644